Here is C2H3Cl2NS in the gas phase from OMol25. Energies are from wB97M-V/def2-TZVPD.

Kohn-Sham gap in eV: 8.84
LUMO level in eV: -0.12
2S+1: 1
SMILES string: NC(=S)C(Cl)Cl
ΔE to the lowest compared entry with this formula, charge and spin in kcal per mole: 4.9

CARTESIAN COORDINATES (ANGSTROEM)
N  -0.593  -0.392  1.112
C  -0.612  0.050  -0.115
S  -2.090  0.224  -0.828
C  0.768  0.280  -0.761
Cl  1.564  1.686  -0.206
Cl  1.798  -1.271  -0.578
H  -1.453  -0.736  1.374
H  0.019  -0.241  1.802
H  0.599  0.400  -1.799

These are the Mulliken partial charges, in e, on atoms 1 to 4: N -0.315; C 0.310; S -0.319; C -0.054

---

Here is CHClF2O in the gas phase from OMol25. Energies are from wB97M-V/def2-TZVPD.

Kohn-Sham gap (alpha / beta) in eV: 8.49 / 8.50
LUMO level (alpha / beta) in eV: -2.15 / -2.14
2S+1: 1
ΔE to the lowest compared entry with this formula, charge and spin in kcal per mole: 121.7

CARTESIAN COORDINATES (ANGSTROEM)
C  -0.980  1.181  0.164
O  1.899  -1.162  0.088
F  -1.109  1.414  -1.109
F  -1.951  0.328  0.438
Cl  0.674  0.214  0.313
H  1.467  -1.976  0.105

These are the Mulliken partial charges, in e, on atoms 1 to 4: C 0.265; O -0.537; F -0.101; F -0.118

---

Here is a molecular structure, C2H4CsO4 from OMol25. Energies are from wB97M-V/def2-TZVPD.

Kohn-Sham gap in eV: 2.99
LUMO level in eV: 1.59
2S+1: 1
Net charge: -1
ΔE to the lowest compared entry with this formula, charge and spin in kcal per mole: 79.0

CARTESIAN COORDINATES (ANGSTROEM)
Cs  0.036  -0.087  -0.923
C  -0.524  2.015  -2.870
O  -1.079  1.538  -1.882
O  -1.115  1.935  -3.947
O  0.645  2.462  -2.855
C  0.178  -1.362  2.387
O  0.117  -0.980  1.069
H  -0.679  -1.110  3.013
H  0.249  -2.449  2.414
H  1.147  -1.104  2.814
H  1.024  -0.857  0.779

These are the Mulliken partial charges, in e, on atoms 1 to 4: Cs 0.778; C 0.703; O -0.869; O -0.769

---

Here is a molecular structure, C28H36F6N9O4S4V from OMol25. Energies are from wB97M-V/def2-TZVPD.

Kohn-Sham gap (alpha / beta) in eV: 6.11 / 5.97
LUMO level (alpha / beta) in eV: -4.75 / -4.88
2S+1: 4
⟨S²⟩: 3.775
Net charge: +1
ΔE to the lowest compared entry with this formula, charge and spin in kcal per mole: 49.8

CARTESIAN COORDINATES (ANGSTROEM)
V  0.084  -1.171  -0.719
C  1.131  -6.118  -0.858
C  0.847  -5.245  0.306
N  0.555  -5.593  1.491
N  0.159  -4.454  2.144
C  0.064  -3.404  1.277
S  -0.407  -1.812  1.493
N  0.464  -3.913  0.086
N  0.429  -3.184  -1.206
H  0.463  -6.957  -0.841
H  2.154  -6.394  -0.860
H  1.060  -5.533  -1.780
H  -0.045  -4.419  3.201
H  1.428  -3.206  -1.554
H  -0.110  -3.714  -1.913
C  -0.198  2.271  -1.705
C  -0.577  1.671  -3.001
C  -1.505  2.338  -3.757
C  -1.977  1.781  -4.940
C  -1.735  0.446  -5.241
C  -0.748  -0.279  -4.464
C  -0.253  -1.638  -4.984
C  -0.167  0.313  -3.311
N  0.783  -0.311  -2.442
C  2.049  0.103  -2.531
C  2.787  0.684  -3.705
C  2.839  -0.361  -1.413
C  4.332  -0.449  -1.504
N  2.186  -0.816  -0.340
C  2.707  -0.902  0.939
C  2.395  0.097  1.821
C  1.942  1.432  1.261
C  2.444  -0.037  3.233
C  2.968  -1.220  3.730
C  3.540  -2.123  2.861
C  3.478  -2.000  1.450
C  4.128  -3.057  0.580
H  -0.633  3.235  -1.683
H  0.891  2.482  -1.789
H  -0.509  1.689  -0.821
H  -1.836  3.284  -3.406
H  -2.604  2.416  -5.570
H  -2.356  0.019  -5.985
H  0.379  -1.467  -5.905
H  -1.113  -2.168  -5.338
H  0.298  -2.233  -4.205
H  2.082  1.100  -4.454
H  3.355  -0.105  -4.306
H  3.511  1.450  -3.387
H  4.823  0.498  -1.759
H  4.636  -1.259  -2.202
H  4.743  -0.793  -0.613
H  0.912  1.404  0.881
H  2.658  1.846  0.555
H  1.830  2.073  2.115
H  1.949  0.648  3.886
H  2.955  -1.396  4.785
H  3.995  -3.030  3.281
H  3.723  -4.054  0.844
H  5.273  -3.226  0.649
H  3.884  -2.815  -0.456
F  -0.997  6.362  0.826
C  -1.138  6.138  2.180
F  -1.782  7.162  2.711
F  0.084  6.044  2.656
S  -2.119  4.502  2.381
O  -1.428  3.497  1.678
O  -3.473  4.937  2.007
N  -2.113  4.324  3.987
S  -1.717  3.053  4.884
O  -0.940  3.550  6.013
O  -1.392  1.851  4.120
C  -3.437  2.583  5.448
F  -4.272  2.267  4.349
F  -3.993  3.615  6.192
F  -3.385  1.488  6.219
S  -2.144  -0.926  -1.237
C  -3.197  -0.196  0.010
N  -4.413  -0.685  0.342
C  -5.271  0.375  0.720
C  -4.388  1.515  1.096
N  -3.067  1.048  0.487
H  -4.688  -1.626  0.157
H  -5.990  0.158  1.504
H  -5.950  0.731  -0.116
H  -4.358  1.679  2.175
H  -4.715  2.479  0.713
H  -2.256  1.649  0.572

These are the Mulliken partial charges, in e, on atoms 1 to 4: V 0.329; C -1.268; C 0.962; N -0.716

---

Here is 2 unconnected molecules or ions with the total composition H4O2 from OMol25. Energies are from wB97M-V/def2-TZVPD.

Kohn-Sham gap in eV: 12.19
LUMO level in eV: 0.76
2S+1: 1
SMILES string: O.O
ΔE to the lowest compared entry with this formula, charge and spin in kcal per mole: 7.2

CARTESIAN COORDINATES (ANGSTROEM)
O  0.657  -0.612  1.297
H  1.450  -0.475  1.858
H  0.879  -0.486  0.345
O  -0.756  0.496  -1.324
H  0.028  0.967  -1.076
H  -1.564  0.922  -0.908

These are the Mulliken partial charges, in e, on atoms 1 to 4: O -0.635; H 0.321; H 0.318; O -0.651